This record from OMol25 describes 2 unconnected molecules or ions with the total composition C12H16 in a non-equilibrium geometry. The level of theory is the ωB97M-V functional and the def2-TZVPD basis.

Geometry (Å):
C 0.387 -1.778 0.969
H -2.524 2.080 -2.471
H -3.478 -1.256 -0.949
C 2.569 -0.608 -0.358
H -2.241 1.669 -0.016
H -2.476 -2.287 0.042
H 0.460 2.511 2.333
C 0.270 1.783 1.494
C 1.073 1.496 -0.843
H 1.421 -2.019 1.255
H -0.148 -1.974 1.892
H -0.026 -2.567 0.248
H 3.388 -0.218 -1.090
C -2.081 0.930 -0.800
H 2.640 -1.607 -0.307
H 0.662 -0.735 -1.538
C 1.128 -0.075 -0.698
H -2.122 0.318 -2.831
C -1.731 -0.401 -0.356
C -2.544 -1.382 -0.425
C 0.218 -0.387 0.478
H 2.927 -0.142 0.557
C -2.353 1.087 -2.087
H -0.522 0.039 2.374
H 0.791 3.265 -0.041
C 0.859 2.281 0.218
C 0.034 0.498 1.555
H 1.298 2.001 -1.829

Results
* multiplicity: 1
* HOMO: -7.74 eV
* energy relative to the best compared isomer or geometry (same formula, charge and spin): 348.3 kJ/mol
* HOMO-LUMO gap: 8.17 eV
* total energy: -12697.984 eV
* lowest unoccupied orbital energy: 0.43 eV